Below is a molecular structure, C51H45N5OP2S2W in a non-equilibrium geometry, with properties calculated with ωB97M-V with the def2-TZVPD basis set.

Each line ends with the Löwdin spin population.
Element x y z (Å)
C (0.1925, 1.7295, 4.8053)  0.000
C (-6.4686, -1.5522, -1.5076)  0.003
H (0.3063, 3.1495, 1.2008)  0.000
C (4.6545, 4.2735, -2.3624)  -0.001
C (-1.9420, -2.6895, 0.3841)  0.008
H (-4.0005, 2.7117, 0.2658)  0.000
C (1.6779, 0.6300, 2.7182)  0.006
H (-3.3758, -3.9567, 1.0488)  0.000
C (5.0916, -0.0200, 2.0567)  0.000
N (-3.1546, -3.2538, 0.3526)  0.013
N (-0.1761, -2.1245, 1.8527)  0.032
H (0.3990, -0.6463, -6.3054)  0.000
C (0.5481, 1.2490, -2.9478)  0.011
H (-0.9665, 3.7900, -2.8469)  0.000
C (0.2821, 0.7582, 2.6363)  0.003
H (5.5465, 4.8066, -2.6536)  0.000
C (4.7558, 2.9545, -1.9516)  0.000
H (-7.3254, -1.1103, -1.9892)  0.000
C (3.4219, 4.9049, -2.3878)  0.000
H (3.4018, 1.0791, 3.9398)  0.000
C (4.6397, 0.5906, -0.2501)  0.001
H (4.7624, -0.2414, 3.0608)  0.000
H (1.1253, -3.7183, 4.5072)  0.000
C (0.5405, -2.3735, 2.9497)  0.002
H (-1.5359, 1.4109, 3.5593)  0.000
H (7.9120, -0.0311, 0.1934)  0.000
H (0.9023, 1.7612, -6.2718)  0.000
C (0.7107, 1.2416, -5.3458)  0.004
C (3.0328, -4.0024, 1.1006)  0.005
H (-5.0531, -0.5756, -2.7992)  0.000
W (0.1434, -0.2207, -0.0577)  1.783
C (-0.9699, 4.8475, 0.8717)  0.000
C (-5.5524, -3.0315, 0.1484)  0.002
H (2.0725, -3.4990, -2.1000)  0.001
C (2.3242, 1.0949, 3.8610)  -0.001
H (2.7596, -5.3068, -0.5761)  0.000
C (-1.6989, 5.1923, -1.3973)  0.000
C (-5.1074, 3.1818, -1.4331)  0.000
H (-1.8251, -5.0727, 1.7487)  0.000
H (-0.2346, 0.3821, 1.6897)  0.008
C (0.4223, -0.1150, -5.3658)  0.000
H (-1.9593, 0.8522, -2.5649)  0.000
H (-0.9628, 5.1584, 1.9052)  0.000
C (-1.1564, -4.3103, 2.1166)  0.001
H (3.3483, 5.9398, -2.6844)  0.000
O (3.6152, 0.9335, -1.1338)  0.002
C (2.1638, -1.9726, -0.5922)  0.010
H (6.3174, 0.5297, -1.5900)  0.000
H (-0.0374, -1.8655, -4.2197)  0.000
C (5.9744, 0.4328, -0.5725)  0.000
H (-2.3268, 2.1936, -4.3782)  0.000
H (1.3355, 4.7243, -2.0416)  0.000
H (-4.8919, 4.2265, -1.6654)  0.000
C (2.6553, -4.2990, -0.2047)  -0.002
C (4.2003, 0.3458, 1.0546)  0.007
C (-1.6865, 5.5804, -0.0654)  -0.001
H (-5.3570, 2.6444, -2.3440)  0.000
H (-7.6440, -2.6987, -0.1286)  0.000
C (2.9333, -2.7081, 1.5910)  0.002
C (-4.1015, -1.8246, -1.3486)  0.005
C (-4.2736, -2.7212, -0.2975)  0.002
C (-0.2680, 3.3376, -0.8656)  0.003
C (2.4750, -1.6881, 0.7611)  0.001
H (2.0659, 1.9733, 5.7957)  0.000
C (-0.3426, -4.5809, 3.2041)  0.000
C (-0.4662, 1.2987, 3.6552)  0.000
H (-2.2335, 6.4578, 0.2445)  0.000
H (7.1501, -0.3459, 2.5142)  0.000
C (-3.1670, 2.1148, -3.6897)  0.001
H (-3.9099, 1.4511, -4.1373)  0.000
C (-5.1926, -1.2347, -1.9572)  0.001
C (6.8684, 0.0950, 0.4361)  0.000
H (0.1287, -0.6721, -1.9914)  0.005
C (0.7791, 1.9265, -4.1424)  0.000
H (3.4450, -4.7804, 1.7266)  0.000
C (6.4389, -0.1002, 1.7399)  0.000
N (-2.6651, 1.5720, -2.4385)  0.002
S (-2.1134, 1.0482, 0.1167)  0.005
N (-1.5083, -1.7703, -0.4499)  0.018
H (1.0428, 2.9721, -4.1241)  0.000
C (-1.0557, -3.0718, 1.4880)  0.004
C (-0.2645, 3.7249, 0.4767)  0.001
C (2.3711, 2.8808, -1.6013)  -0.004
H (-2.2483, 5.7765, -2.1225)  0.000
C (0.2691, -0.1220, -2.9842)  0.000
H (-5.9683, 3.1635, -0.7650)  0.000
H (-0.3766, 2.1658, 5.6113)  0.000
C (-6.6495, -2.4472, -0.4628)  0.001
N (-3.9894, 2.5691, -0.7393)  0.002
H (-3.5939, 3.1028, -3.5558)  0.000
C (-3.0011, 1.8217, -1.1833)  0.008
C (3.6205, 2.2556, -1.5691)  -0.001
C (0.1878, -0.8091, -4.1812)  0.000
C (-0.9877, 4.0731, -1.8036)  -0.001
P (2.3927, 0.1281, 1.1118)  -0.003
S (-2.4322, -1.5374, -1.8971)  0.022
C (1.5696, 1.6190, 4.9042)  0.005
C (2.2847, 4.2124, -2.0174)  -0.002
H (5.7270, 2.4908, -1.9298)  0.000
P (0.8320, 1.9423, -1.2796)  0.001
C (2.2506, -3.2858, -1.0575)  0.013
H (2.2227, -1.1587, -1.3280)  0.010
C (0.4980, -3.5717, 3.6450)  0.001
H (-0.3698, -5.5466, 3.6872)  0.000
H (-5.6899, -3.7328, 0.9567)  0.000
H (3.2701, -2.4866, 2.5939)  0.000
H (1.1791, -1.5787, 3.3036)  0.000

For the energy relative to the best compared isomer or geometry (same formula, charge and spin), the calculation gives 457.0 kJ/mol. Its LUMO energy (spin up / spin down) is -12.3 / -12.3 eV. Its multiplicity is 3. Its HOMO-LUMO gap (spin up / spin down) is 5.2 / 5.2 eV. The value obtained for the largest force on an atom is 1.71 eV Å⁻¹. Its charge is +4. The value obtained for the calculated total energy is -105150.1692 eV.

***

Below is a molecular structure, C51H46BLaN6O7P in a non-equilibrium geometry, with properties calculated with ωB97M-V with the def2-TZVPD basis set.

Each line ends with the Mulliken charge.
Element x y z (Å)
C (-2.9082, -1.1319, -5.1201)  -0.707
H (3.9033, 4.5903, 2.4404)  0.374
N (0.9186, 2.9347, 1.8511)  0.176
H (3.3545, -1.0460, 5.8301)  0.348
C (-2.7318, -2.1680, 0.2105)  0.334
C (-4.0562, -1.8402, -0.0781)  -0.581
C (2.7347, -1.5486, -3.5896)  -0.463
H (-0.1187, -2.0991, 6.5600)  0.420
N (2.4694, 1.5023, 0.0708)  0.556
C (3.0945, -1.0599, 4.7766)  -2.049
H (2.7888, -2.7793, -5.3233)  0.463
C (2.0898, 4.9018, 3.4471)  -0.038
C (1.1386, -3.1014, -0.6981)  0.159
N (-1.8204, 3.1031, -2.1977)  -1.180
C (1.7070, -1.5561, 4.5342)  1.934
C (-1.9980, -1.5037, -2.5418)  -0.021
H (1.4554, 1.1445, 4.1057)  0.089
H (-3.2735, -3.9113, 3.0853)  0.436
C (4.4910, -1.4679, -5.2141)  -0.417
H (1.7659, -6.3498, -1.3142)  0.391
C (3.0318, 2.5698, 0.7657)  -1.486
C (3.3627, -0.5856, -2.7946)  0.280
C (-0.2083, -5.4889, -1.2921)  -0.910
H (6.0440, -0.0184, -4.7902)  0.426
H (0.0474, 1.4824, 5.1397)  0.458
H (2.5316, 5.6857, 4.0658)  0.341
H (0.1109, 5.0072, 4.3948)  0.463
H (1.9443, 5.9899, -6.0584)  0.306
H (-5.6269, -3.4547, 2.4111)  0.379
H (-0.7731, 3.1550, 2.9728)  0.216
C (2.8534, 4.3161, 2.5507)  -1.348
H (4.6863, 1.1547, -1.7347)  0.430
H (-4.3344, -2.6823, -4.7274)  0.483
C (2.0378, -1.9249, -0.4441)  0.511
O (-1.9434, 4.9626, -3.9895)  -0.691
H (-1.4354, -3.0509, 1.6562)  0.420
H (1.8010, -1.9286, -3.2539)  0.572
C (0.2429, 3.5280, 2.8407)  -0.295
C (-3.9620, 0.4241, 3.0426)  -1.012
H (-3.4603, -3.0185, -2.3914)  0.461
H (-2.2199, 4.3546, -3.2489)  0.490
H (1.8867, 2.5666, -3.5231)  0.506
H (2.1530, -3.6285, 4.5224)  0.498
H (-6.0856, 0.4424, 2.4895)  0.466
C (0.7054, 4.5334, 3.6457)  -0.969
O (3.0357, -1.9668, 0.1969)  -0.594
H (3.0457, 3.9293, -5.1581)  0.486
H (3.2159, -0.0677, 4.3586)  0.323
H (3.8193, -1.7093, 4.2428)  0.418
C (-2.4431, -2.8457, 1.3941)  -0.744
C (0.0684, -1.0118, 6.4751)  -1.997
C (-3.5454, -2.0906, -4.3267)  -0.972
C (2.7759, -0.0264, -1.5614)  0.559
C (-1.8403, -0.3792, -4.6338)  -0.889
O (1.4381, -1.5682, 3.1494)  -0.193
H (4.1072, 2.7654, 0.5941)  0.232
C (1.5233, -2.9770, 5.0839)  -2.398
H (-0.8814, -0.4789, 6.6655)  0.444
O (-0.4391, -0.6351, 4.1020)  -0.835
C (-3.4898, -3.3208, 2.1962)  -0.744
La (0.1109, 0.9175, 0.3757)  2.547
N (-2.5152, 1.3114, 1.3535)  0.066
H (-6.1227, -2.1412, 0.4141)  0.441
H (1.7771, -3.0529, 6.1087)  0.427
H (-1.8387, 0.5034, 3.1643)  0.526
C (-1.3933, -0.5537, -3.3422)  0.014
H (-4.0641, 0.0035, 4.0438)  0.473
H (-0.5625, 0.0243, -2.9550)  0.010
H (0.4969, -3.3262, 4.9113)  0.383
C (-3.3331, 2.3468, -0.6725)  -1.354
C (2.0332, 4.1833, -4.9247)  -1.077
H (-0.4791, 6.4278, -5.4933)  0.353
O (1.6501, -0.7812, -1.1366)  0.894
C (0.0578, 5.5497, -5.0776)  -0.608
C (-5.0940, -2.3012, 0.7070)  -0.890
C (-0.6337, 4.6885, -4.2159)  0.342
H (0.7707, -0.6594, 7.2848)  0.280
N (3.1489, 1.0450, -0.9547)  -0.543
C (3.2817, -2.0011, -4.7741)  -1.348
C (-4.8622, 1.2675, 0.9741)  -1.003
H (4.9235, -1.8000, -6.1546)  0.371
O (5.3003, 0.7835, -2.4534)  -0.708
P (-1.3284, -1.6241, -0.8513)  1.450
C (1.3869, 5.2976, -5.3949)  -0.243
O (0.1760, 1.9804, -1.9880)  0.545
C (-0.2624, -3.1283, -0.8537)  0.147
C (4.6229, -0.0989, -3.2123)  0.007
H (-1.9744, -4.3521, -1.1634)  0.304
C (2.2763, 3.2564, 1.6884)  0.816
C (-0.5267, 2.8289, -2.5435)  -0.247
C (-3.5892, 1.6183, 0.5947)  1.060
N (-2.1196, 2.4250, -1.0823)  0.558
C (1.8299, -4.3109, -0.7581)  -0.950
C (0.5776, -0.5876, 5.0758)  1.469
B (0.2666, -0.8553, 2.8256)  1.100
H (1.6046, 1.1626, 5.8730)  0.442
H (-0.7316, -6.3949, -1.5690)  0.451
C (-2.7029, 0.7406, 2.5458)  0.021
H (-4.1771, 2.8000, -1.2176)  0.247
C (1.1762, -5.4657, -1.1233)  -0.752
H (-4.2627, -1.2666, -0.9564)  0.746
C (-3.0375, -2.2918, -3.0463)  -0.064
C (5.1431, -0.5000, -4.4340)  -0.745
H (-3.2632, -0.9260, -6.1205)  0.375
C (-5.0776, 0.6690, 2.2096)  -0.403
C (0.9559, 0.8970, 5.0470)  -1.728
H (-1.3432, 0.3060, -5.2931)  0.549
C (-4.8029, -3.0877, 1.8196)  -0.609
H (2.8972, -4.3238, -0.6453)  0.580
C (-0.8990, -4.3149, -1.1122)  0.013
H (-5.6899, 1.4801, 0.2927)  0.396
C (1.3880, 3.3901, -4.0087)  -0.289
C (0.0494, 3.6191, -3.6435)  -0.157

For the energy relative to the best compared isomer or geometry (same formula, charge and spin), the calculation gives 0.0 kJ/mol. Its LUMO energy is 1.9 eV. Its HOMO-LUMO gap is 4.3 eV. The value obtained for the largest force on an atom is 2.29 eV Å⁻¹. Its charge is -1. The value obtained for the calculated total energy is -87736.0949 eV.

***

Which value of energy relative to the best compared isomer or geometry (same formula, charge and spin) does entry 1 give?
457.0 kJ/mol